C5H10ClN2OP | ωB97M-V/def2-TZVPD

Each line ends with the natural charge from an NBO analysis.
Positions of all 20 atoms, in Å:
1 C -2.5960 0.0977 0.9023  -0.1220
2 C 0.6142 1.6708 0.2596  -0.6308
3 C 1.7212 0.8261 -1.8867  -0.6265
4 C 0.9901 -0.7681 -0.0453  -0.0774
5 C 0.6799 0.5866 -0.7982  -0.0236
6 N -2.7999 1.1666 1.2589  -0.2624
7 N -2.4327 -2.4351 1.5733  -1.1303
8 O 0.1288 -1.0577 1.0092  -0.7505
9 P -1.9322 -1.4356 0.2856  1.1305
10 Cl -0.9606 0.3208 -1.4401  -0.0092
11 H 0.6435 1.3949 1.2469  0.2369
12 H 1.5541 2.2938 0.2604  0.2035
13 H -0.1732 2.3136 0.0842  0.2275
14 H 2.4184 0.0339 -2.1955  0.2237
15 H 2.3646 1.5704 -1.4622  0.2195
16 H 1.2159 1.2177 -2.6913  0.2240
17 H 1.9370 -0.7672 0.5514  0.2038
18 H 0.8927 -1.5533 -0.7223  0.1638
19 H -2.0278 -2.0723 2.4248  0.4015
20 H -2.2381 -3.4035 1.3850  0.3980

## Properties
energy above the lowest of the compared OMol25 structures with the same formula, charge and spin: 53.1 kcal/mol
frontier orbital gap: 9.149 eV
E: -32183.81565 eV
F_max: 4.177 eV Å⁻¹
multiplicity: 1
LUMO: -0.381 eV
HOMO energy: -9.53 eV
molar mass: 180.575 u